# 1
# C4HNO2

C4HNO2 as an isolated structure (ωB97M-V with the def2-TZVPD basis set, the Open Molecules 2025 dataset).

As for the spin multiplicity: 3. The molecular weight is 95.06 u. Its LUMO energy (spin up / spin down) is 0.0204 / -0.1413 Eh. Its charge is 0. As for the orbital gap (spin up / spin down): 8.455 / 7.820 eV. For the electronic energy, the calculation gives -358.0777 hartree. The calculation puts the energy relative to the best compared isomer or geometry (same formula, charge and spin) at 0.000 eV.

Structure (XYZ):
```
8
Properties=species:S:1:pos:R:3:forces:R:3
C -2.143 1.354 0.015 0.2 -2.0 -0.2
C -0.146 -0.262 -0.052 5.8 -3.4 0.5
C -1.473 0.132 -0.093 -3.3 1.0 0.1
C -1.794 -1.323 -0.010 -2.1 -1.1 -0.1
N -2.862 2.257 0.040 -0.2 0.8 0.1
O -2.740 -2.055 -0.019 1.0 0.9 0.1
O -0.429 -1.682 0.076 -0.8 3.0 -0.3
H 0.913 -0.084 -0.151 -0.4 0.8 -0.1
```
Positions in Å, forces in eV/Å.

***

# 2
# C5H20IN10O5

A 6-piece molecular cluster, C5H20IN10O5 overall (ωB97M-V with the def2-TZVPD basis set, the Open Molecules 2025 dataset).

The molecular weight is 427.18 u. Its LUMO energy is 0.0907 Eh. Its charge is -1. As for the orbital gap: 8.897 eV. For the electronic energy, the calculation gives -1424.3258 hartree. The calculation puts the energy relative to the best compared isomer or geometry (same formula, charge and spin) at 0.397 eV.

Structure (XYZ):
```
41
Properties=species:S:1:pos:R:3:forces:R:3
I -0.434 -0.310 0.027 0.4 0.0 0.3
C -4.089 -1.280 -2.424 1.6 -1.3 0.5
O -3.244 -1.932 -3.038 -0.8 0.6 0.0
N -3.761 -0.420 -1.434 -0.3 0.3 -0.2
N -5.419 -1.527 -2.546 -1.4 -0.4 -1.1
H -2.816 -0.444 -1.074 -0.1 0.4 -0.1
H -4.468 0.215 -1.115 0.3 0.1 0.4
H -5.719 -2.034 -3.361 0.3 0.0 0.0
H -6.177 -1.109 -2.039 0.4 0.3 0.3
C -2.992 1.934 2.549 -1.1 0.4 0.6
O -4.036 2.526 2.873 0.9 -0.2 -0.4
N -2.664 0.759 3.129 0.0 -0.8 0.9
N -2.105 2.408 1.663 0.0 1.3 -0.8
H -2.090 0.051 2.701 0.1 0.2 -0.2
H -3.318 0.493 3.845 0.0 -0.3 -0.2
H -2.390 3.265 1.218 0.2 -0.1 0.0
H -1.210 2.016 1.419 -0.2 -0.4 0.1
C 3.074 -3.080 -0.268 -0.4 0.1 0.5
O 4.039 -3.811 -0.429 -0.1 0.3 -0.3
N 2.648 -2.105 -1.118 0.4 0.0 -0.5
N 2.259 -3.192 0.825 -0.3 -0.7 1.2
H 1.853 -1.527 -0.890 0.0 -0.1 0.0
H 3.248 -1.847 -1.879 0.0 0.0 0.0
H 1.529 -2.572 1.137 0.0 0.4 -0.7
H 2.505 -3.851 1.542 0.4 -0.1 -0.3
C 1.643 2.375 -2.729 0.2 1.2 -0.7
O 2.016 3.279 -3.484 -0.2 -0.7 0.3
N 1.598 2.535 -1.390 0.1 0.3 1.6
N 1.244 1.156 -3.149 -0.1 -0.8 -0.4
H 1.120 1.922 -0.746 -0.1 -0.3 -0.4
H 1.890 3.402 -0.977 0.1 0.1 -0.4
H 0.964 0.433 -2.506 -0.2 0.1 0.1
H 1.087 1.003 -4.127 0.1 0.1 0.0
C 3.493 0.205 2.432 2.6 -0.2 0.7
O 4.619 0.256 2.959 -1.0 0.1 -0.5
N 2.384 -0.027 3.158 -0.8 0.0 -0.2
N 3.290 0.327 1.101 -0.3 0.2 0.7
H 2.489 -0.201 4.138 -0.2 0.1 0.0
H 1.502 0.042 2.676 -0.3 -0.2 0.6
H 4.086 0.538 0.531 -0.2 -0.1 -0.3
H 2.353 0.126 0.802 0.1 0.1 -1.0
```
Positions in Å, forces in eV/Å.

***

# 3
# C35H53N3O2PdSe

C35H53N3O2PdSe as an isolated structure (ωB97M-V with the def2-TZVPD basis set, the Open Molecules 2025 dataset).

As for the spin multiplicity: 3. The molecular weight is 733.21 u. Its LUMO energy (spin up / spin down) is 0.0148 / -0.0550 Eh. Its charge is 0. As for the orbital gap (spin up / spin down): 7.583 / 5.587 eV. For the electronic energy, the calculation gives -4209.5268 hartree.

Structure (XYZ):
```
95
Properties=species:S:1:pos:R:3:forces:R:3
Pd -0.983 -1.127 -1.825 -0.7 0.5 0.2
C 4.029 4.287 0.379 0.0 -0.1 -0.2
C 4.077 3.539 -0.960 0.2 0.1 0.0
C 4.216 4.549 -2.109 0.1 -0.1 0.1
C 5.307 2.630 -0.972 -0.2 0.1 0.0
C 2.789 2.766 -1.174 0.0 -0.1 0.0
C 2.715 1.387 -1.312 0.0 0.1 0.0
C 1.514 0.794 -1.648 -0.5 -0.2 -0.1
Se 1.469 -1.162 -1.744 0.1 0.5 0.7
C 1.467 -1.498 0.187 -0.5 0.1 -0.4
C 2.688 -1.572 0.840 0.0 0.0 0.1
C 2.734 -1.755 2.211 0.1 0.0 -0.1
C 1.514 -1.784 2.895 0.0 0.0 -0.1
C 0.284 -1.691 2.284 -0.2 0.0 -0.2
C 0.228 -1.607 0.860 1.4 0.0 0.2
O -0.908 -1.652 0.244 -0.9 0.3 -1.4
C -1.025 -1.635 3.065 -0.1 0.0 0.1
C -1.691 -0.287 2.749 0.0 0.0 -0.1
C -1.944 -2.792 2.648 0.0 0.1 -0.1
C -0.818 -1.727 4.579 0.0 0.0 -0.3
C 4.021 -1.934 3.002 0.2 0.0 0.1
C 4.170 -0.797 4.023 0.0 -0.1 -0.1
C 3.959 -3.274 3.748 0.0 0.1 -0.1
C 5.265 -1.947 2.111 -0.2 0.0 0.1
C 0.311 1.524 -1.892 1.7 0.5 0.5
O -0.722 0.972 -2.421 -1.2 -1.6 0.0
C 0.366 2.917 -1.565 -0.1 -0.4 -0.1
C 1.595 3.473 -1.273 0.1 -0.2 0.0
C -0.842 3.851 -1.529 -0.2 0.1 0.0
C -0.875 4.555 -0.161 0.1 -0.1 -0.2
C -0.731 4.899 -2.645 0.0 -0.2 0.1
C -2.171 3.114 -1.681 0.0 0.1 -0.1
H 4.967 4.812 0.547 0.1 0.1 0.0
H 3.227 5.020 0.395 -0.1 0.1 0.0
H 3.870 3.590 1.199 0.0 -0.1 0.1
H 5.141 5.113 -2.014 0.2 0.1 0.0
H 4.220 4.027 -3.063 0.0 0.0 -0.1
H 3.390 5.256 -2.115 -0.1 0.1 0.0
H 6.207 3.233 -0.863 0.1 0.0 0.0
H 5.271 1.919 -0.150 0.1 -0.1 0.1
H 5.370 2.088 -1.914 0.1 -0.1 -0.1
H 3.580 0.754 -1.177 0.1 0.0 0.0
H 3.587 -1.493 0.246 0.1 0.0 0.0
H 1.548 -1.892 3.965 -0.1 0.0 0.2
H -1.845 -0.183 1.678 0.0 0.0 0.0
H -2.655 -0.204 3.247 -0.1 0.0 0.1
H -1.054 0.530 3.088 0.0 0.1 0.0
H -2.177 -2.722 1.589 0.0 -0.1 0.0
H -1.454 -3.746 2.839 0.0 -0.1 0.0
H -2.874 -2.759 3.214 -0.1 0.0 0.1
H -0.202 -0.906 4.942 0.1 0.1 0.1
H -1.784 -1.670 5.077 -0.1 0.0 0.0
H -0.355 -2.672 4.852 0.1 -0.1 0.1
H 3.356 -0.807 4.744 -0.1 0.0 0.1
H 5.104 -0.908 4.570 0.1 0.0 0.1
H 4.173 0.169 3.523 0.0 0.1 0.0
H 3.132 -3.292 4.454 -0.1 -0.1 0.1
H 3.825 -4.091 3.042 0.0 -0.1 0.0
H 4.880 -3.439 4.303 0.1 0.0 0.1
H 5.386 -1.000 1.590 0.0 0.1 -0.1
H 6.149 -2.108 2.728 0.1 0.0 0.0
H 5.211 -2.753 1.382 0.0 -0.1 -0.1
H 1.634 4.538 -1.118 0.0 0.2 0.1
H -0.011 5.196 -0.011 0.1 0.1 0.1
H -1.766 5.174 -0.082 -0.1 0.1 0.0
H -0.895 3.814 0.635 0.0 0.0 0.1
H 0.158 5.515 -2.525 0.1 0.1 0.0
H -0.681 4.408 -3.615 0.0 0.0 -0.1
H -1.603 5.550 -2.630 -0.1 0.1 0.0
H -2.236 2.298 -0.963 -0.1 0.0 0.0
H -2.997 3.802 -1.503 0.0 0.1 0.0
H -2.269 2.708 -2.684 -0.1 -0.1 0.0
C -4.953 -4.957 -2.842 0.1 0.0 0.2
C -3.591 -4.902 -2.158 -0.3 -0.3 -0.1
N -3.059 -3.577 -2.371 0.5 0.0 0.2
C -3.836 -2.460 -2.209 0.3 0.1 -0.3
N -3.213 -1.336 -2.078 0.8 0.3 0.2
C -3.960 -0.107 -1.902 -0.2 0.1 -0.1
C -5.303 -0.179 -2.619 0.1 -0.1 0.3
C -6.036 -1.427 -2.145 -0.1 0.4 0.0
N -5.189 -2.591 -2.309 0.1 0.0 0.0
C -5.843 -3.879 -2.237 0.0 -0.4 -0.1
H -5.408 -5.941 -2.724 0.0 0.1 0.0
H -4.819 -4.754 -3.907 0.0 -0.1 0.0
H -2.908 -5.632 -2.602 -0.1 0.1 0.1
H -3.694 -5.133 -1.086 0.0 0.0 -0.1
H -2.086 -3.410 -2.097 -0.6 -0.2 -0.1
H -3.347 0.706 -2.294 -0.1 0.0 0.1
H -4.104 0.062 -0.825 0.0 0.1 -0.1
H -5.131 -0.237 -3.695 0.0 0.0 0.0
H -5.898 0.708 -2.412 0.0 0.0 0.0
H -6.949 -1.580 -2.732 0.1 -0.1 0.1
H -6.338 -1.313 -1.094 0.0 0.0 -0.1
H -6.782 -3.812 -2.796 0.1 0.0 0.1
H -6.095 -4.132 -1.196 0.0 0.0 -0.1
```
Positions in Å, forces in eV/Å.

***

# 4
# C4H14N2O2

A 2-piece molecular cluster, C4H14N2O2 overall (ωB97M-V with the def2-TZVPD basis set, the Open Molecules 2025 dataset).

The molecular weight is 122.17 u. Its structure (SMILES) is C[C@H](CO)NCN.O. Its LUMO energy is 0.0261 Eh. Its charge is 0. As for the orbital gap: 9.193 eV. For the electronic energy, the calculation gives -420.7693 hartree. The calculation puts the energy relative to the best compared isomer or geometry (same formula, charge and spin) at 0.975 eV.

Structure (XYZ):
```
22
Properties=species:S:1:pos:R:3:forces:R:3
C -1.439 0.309 0.096 0.3 0.1 0.4
C 0.041 0.476 -0.199 0.8 0.2 -0.1
C 0.505 -0.088 -1.559 -0.3 0.4 0.2
O -0.312 0.315 -2.647 0.1 0.1 0.1
N 0.894 -0.049 0.850 0.4 -0.5 -1.0
C 1.424 0.820 1.858 -0.1 0.0 0.2
N 1.834 0.018 2.993 -0.2 0.0 0.1
H -1.594 0.592 1.141 -0.2 0.0 -0.2
H -1.747 -0.727 -0.015 -0.1 -0.2 0.0
H -2.037 0.933 -0.554 -0.3 0.1 -0.1
H 0.291 1.543 -0.258 -0.3 0.0 0.1
H 1.482 0.363 -1.737 0.1 -0.4 -0.1
H 0.603 -1.182 -1.514 0.0 0.0 0.1
H -1.236 0.110 -2.453 0.0 -0.1 -0.1
H 0.680 -0.984 1.148 -0.2 0.0 0.4
H 0.667 1.532 2.194 -0.1 0.2 0.2
H 2.257 1.409 1.455 0.0 0.1 -0.2
H 2.021 0.605 3.795 0.0 0.0 0.0
H 2.676 -0.494 2.774 0.1 0.0 0.0
H -2.857 -1.902 -1.855 0.2 0.0 -0.4
H -1.618 -1.959 -2.780 -0.4 0.1 0.0
O -2.534 -1.640 -2.732 0.2 -0.1 0.4
```
Positions in Å, forces in eV/Å.

***

> The lowest molecular weight belongs to which entry?

C4HNO2

***

> What is the charge in the first record?

0